42
Properties=species:S:1:pos:R:3:mulliken_charge:R:1 method="wB97M-V/def2-TZVPD" e_above_lowest_kcal_mol=118.92 largest_force_ev_per_a=2.77 homo_energy_ha=-0.352
O -0.153 1.847 1.341 -0.60
O 5.033 -0.775 -0.444 -0.66
O 2.492 0.080 2.199 -0.57
O -4.201 2.229 -1.744 -0.56
O -4.161 -3.327 1.258 -0.59
O -0.452 -0.482 0.159 -0.52
O 1.400 -1.855 3.074 -0.56
O 0.551 1.923 -1.482 -0.54
O 3.475 -2.607 -1.684 -0.73
O -4.409 0.277 1.261 -0.60
O -1.702 3.310 1.347 -0.50
O 4.456 2.140 -0.889 -0.60
O 1.402 -0.919 -1.491 -0.61
O -3.823 -2.051 -2.440 -0.59
H -1.972 4.193 1.622 0.24
H 3.143 -2.341 -0.819 0.37
H 3.758 -1.781 -2.091 0.28
H 0.254 0.028 -0.253 0.23
H 4.555 1.313 -0.403 0.31
H 2.023 -1.495 -1.952 0.34
H -3.322 -2.057 -3.264 0.31
H 1.529 -1.120 3.685 0.30
H -3.801 -3.296 0.364 0.29
H 0.884 -2.493 3.579 0.27
H -0.245 2.043 -2.012 0.29
H -0.936 3.463 0.783 0.30
H -4.710 -4.119 1.263 0.30
H 5.073 -1.412 -1.166 0.33
H 4.112 -0.491 -0.434 0.36
H 5.040 2.754 -0.430 0.29
H 0.778 1.709 1.136 0.30
H -1.233 -0.267 -0.363 0.29
H -3.441 2.330 -2.328 0.27
H -4.948 2.522 -2.278 0.29
H 2.512 1.019 2.417 0.30
H -4.891 0.995 0.835 0.30
H 0.570 -1.048 -1.961 0.28
H 0.663 2.769 -1.033 0.27
H -4.076 -0.250 0.527 0.29
H -0.611 1.605 0.529 0.26
H 3.419 -0.184 2.215 0.28
H -3.397 -2.726 -1.901 0.28

42
Properties=species:S:1:pos:R:3:mulliken_charge:R:1 method="wB97M-V/def2-TZVPD" e_above_lowest_kcal_mol=327.49 largest_force_ev_per_a=12.18 homo_energy_ha=-0.278
O -3.043 -0.639 -0.365 -0.66
O 1.423 -1.419 0.192 -0.14
O -2.382 1.189 -0.536 -0.39
O -2.933 -3.232 1.888 -0.62
O -1.122 3.089 -2.975 -0.60
O 3.932 -1.637 1.526 -0.56
O -0.662 -2.738 -1.190 -0.52
O 0.870 -1.330 3.937 -0.62
O 1.308 2.756 -0.804 -0.56
O -1.667 1.585 0.889 -0.35
O -0.546 3.898 0.242 -0.70
O -0.337 -0.206 0.542 -0.60
O 2.813 0.316 -0.279 -0.46
O 2.312 -1.195 -1.806 -0.69
H 0.541 3.330 -0.874 0.39
H -1.193 4.012 -0.459 0.30
H -0.167 -1.063 0.181 0.42
H -0.028 0.458 -0.115 0.16
H 2.764 -0.433 -2.325 0.32
H 3.514 -2.519 1.349 0.31
H 1.880 -1.507 3.909 0.29
H -2.086 0.784 1.222 0.21
H 0.067 -3.376 -0.896 0.28
H -3.070 1.437 -1.152 0.22
H -0.973 4.250 1.043 0.30
H -3.477 -2.994 1.176 0.30
H -2.210 -0.850 0.119 0.34
H -0.375 2.728 -3.390 0.29
H -1.729 1.185 -1.163 0.14
H 0.760 -0.403 3.895 0.33
H -1.712 2.369 -2.658 0.31
H -1.391 2.160 1.527 0.15
H 1.326 -1.130 1.077 0.20
H -2.884 -0.659 -1.269 0.31
H 1.408 -0.912 -1.957 0.27
H 3.328 -0.307 -0.705 0.37
H -1.248 -3.055 -1.898 0.25
H 1.911 -2.283 0.433 0.01
H 3.279 -1.375 2.287 0.26
H 0.952 1.994 -1.120 0.21
H -2.104 -3.347 1.406 0.31
H 2.950 1.067 -0.904 0.24

42
Properties=species:S:1:pos:R:3:mulliken_charge:R:1 method="wB97M-V/def2-TZVPD" e_above_lowest_kcal_mol=65.05 s2=0.757 largest_force_ev_per_a=4.07 multiplicity=2 homo_energy_ha="-0.498 / -0.498" total_charge=+1
O -1.280 -2.356 -4.160 -0.65
O 1.426 0.864 0.005 -0.41
O -0.944 0.475 -1.867 -0.69
O -0.820 2.876 -0.912 -0.17
O -2.294 -2.756 2.162 -0.65
O 2.327 -0.636 -2.323 -0.57
O 2.170 3.623 2.185 -0.61
O -0.446 5.179 0.470 -0.39
O 4.237 1.594 -1.161 -0.60
O -2.581 2.493 2.265 -0.69
O -1.312 0.301 2.788 -0.61
O 0.278 -4.376 1.525 -0.60
O -0.248 -1.802 0.204 -0.53
O -0.564 -5.148 -1.212 -0.64
H -1.020 -3.141 -3.569 0.33
H -0.210 0.241 -2.458 0.30
H 0.212 -1.213 0.810 0.31
H -1.433 -2.693 2.652 0.33
H -2.218 0.538 2.968 0.30
H -0.353 5.221 -0.490 0.37
H 1.106 0.409 -0.792 0.21
H 3.734 1.598 -0.352 0.33
H 0.041 3.092 -1.336 0.39
H -1.602 -0.148 -2.328 0.33
H 1.632 2.868 2.461 0.30
H -2.350 2.643 3.219 0.38
H 0.138 -4.853 -1.816 0.30
H -1.070 0.930 2.116 0.34
H -0.595 -2.570 0.677 0.20
H -2.273 -1.906 1.697 0.32
H 2.694 3.900 2.931 0.31
H -1.409 4.981 0.493 0.39
H -0.786 1.890 -0.966 0.40
H -2.250 -2.587 -4.039 0.33
H 1.836 -1.389 -2.719 0.27
H -0.199 -5.146 1.866 0.33
H 0.933 -4.968 1.096 0.30
H 3.600 1.672 -1.876 0.28
H 3.160 -1.094 -2.034 0.32
H 1.662 0.149 0.614 0.22
H -1.886 3.188 1.944 0.25
H -0.494 -4.494 -0.457 0.34

44
Properties=species:S:1:pos:R:3:mulliken_charge:R:1 method="wB97M-V/def2-TZVPD" e_above_lowest_kcal_mol=81.40 s2=0.761 largest_force_ev_per_a=8.71 multiplicity=2 homo_energy_ha="-0.370 / -0.370"
O -2.638 -4.973 -0.949 -0.62
O 1.545 -2.012 0.515 -0.48
O 0.471 2.007 1.795 -0.81
O -0.584 0.643 -0.264 -0.61
O 1.110 2.464 4.131 -0.49
O -2.414 0.963 3.414 -0.59
O -1.824 -2.514 -3.013 -0.54
O 1.282 4.399 -1.007 -0.62
O 1.316 1.823 -5.251 -0.61
O 4.204 0.293 -2.629 -0.57
O 5.274 0.980 1.813 -0.61
O -0.090 -3.328 -1.230 -0.60
O 0.018 -0.594 2.827 -0.56
O -5.121 0.652 -1.080 -0.66
O -2.559 -0.972 0.671 -0.48
H -1.645 -2.569 -3.853 0.24
H 4.298 0.847 1.892 0.28
H 1.817 -1.247 0.081 0.21
H -4.603 -0.207 -1.210 0.34
H 3.782 -0.118 -1.850 0.30
H 4.645 1.014 -2.484 0.28
H -2.002 -0.254 0.801 0.32
H 0.643 -3.562 -0.596 0.30
H 0.124 1.068 0.499 0.42
H 1.033 3.873 -1.767 0.31
H -3.093 -4.479 -0.363 0.27
H -1.041 -2.114 -2.566 0.31
H -0.920 -0.465 3.155 0.33
H 5.344 0.273 1.080 0.33
H 1.584 2.227 -4.406 0.30
H 1.014 0.934 -5.149 0.31
H -0.263 2.620 1.882 0.25
H -1.092 1.437 -0.566 0.29
H 0.332 0.343 2.506 0.29
H -0.326 -2.735 -0.593 0.28
H -1.689 1.556 3.033 0.26
H -3.077 -1.042 1.409 0.28
H -5.273 0.624 -0.030 0.32
H 1.032 2.304 3.092 0.48
H -2.780 1.669 3.857 0.31
H -2.378 -4.260 -1.686 0.35
H 1.743 -2.052 1.444 0.25
H 1.320 1.770 4.642 0.31
H 1.560 3.903 -0.216 0.31

6
Properties=species:S:1:pos:R:3:mulliken_charge:R:1 method="wB97M-V/def2-TZVPD" e_above_lowest_kcal_mol=95.47 largest_force_ev_per_a=2.65 homo_energy_ha=-0.299
I 0.047 -2.587 0.242 0.05
I -2.402 -0.016 1.133 0.11
P -1.172 -0.727 -0.694 -0.01
N 0.999 1.487 -0.216 -0.54
H 1.420 0.987 0.577 0.20
H 1.107 0.855 -1.041 0.19

4
Properties=species:S:1:pos:R:3:mulliken_charge:R:1 method="wB97M-V/def2-TZVPD" e_above_lowest_kcal_mol=12.21 largest_force_ev_per_a=1.08 homo_energy_ha=-0.534 total_charge=+1
K 1.196 -3.567 -0.482 1.00
O -0.072 0.957 0.137 -0.66
H -0.115 1.912 0.370 0.33
H -1.008 0.698 -0.025 0.33

Number 1: total energy -29116.4948 eV. Number 2: total energy -29107.4506 eV. Number 3: total energy -29107.9338 eV. Number 4: total energy -31175.9695 eV. Number 5: total energy -27009.6637 eV. Number 6: total energy -18399.3674 eV.